Record 1
55
Properties=species:S:1:pos:R:3:nbo_charge:R:1 method="wB97M-V/def2-TZVPD" e_lumo_ev="-0.98 / -1.13" charge=0 e_homo_ev="-7.35 / -7.43" gap_ev="6.4 / 6.3" s2=2.038 e_above_lowest_kcal_mol=9.1 multiplicity=3 fmax_ev_per_a=1.33
V 0.178 0.022 -0.299 0.867
S 0.885 5.395 -4.620 -0.072
C 0.425 4.173 -3.619 -0.570
S 0.027 2.585 -4.156 0.518
C -0.264 1.880 -2.590 -0.397
C -0.143 2.715 -1.529 -0.431
S -0.411 2.246 0.147 -0.177
S 0.310 4.352 -1.902 0.458
S -0.656 0.156 -2.467 -0.142
C 2.471 3.907 2.852 -0.611
C 3.195 2.613 3.180 -0.411
C 2.654 1.412 2.425 -0.212
N 2.922 1.576 1.000 -0.563
C 2.689 0.659 0.085 0.345
S 2.223 -0.947 0.485 -0.109
N 2.819 0.963 -1.231 -0.645
C 3.243 2.146 -1.913 0.681
O 2.877 2.256 -3.053 -0.509
C 4.146 3.126 -1.253 -0.138
C 3.887 4.473 -1.508 -0.175
C 4.719 5.436 -0.959 -0.198
C 5.811 5.054 -0.198 -0.181
C 6.089 3.711 0.024 -0.219
C 5.251 2.740 -0.497 -0.195
H 2.882 4.737 3.423 0.224
H 1.407 3.838 3.072 0.220
H 2.558 4.187 1.799 0.196
H 3.106 2.392 4.245 0.223
H 4.263 2.717 2.975 0.207
H 1.567 1.318 2.556 0.216
H 3.109 0.481 2.760 0.227
H 2.947 2.538 0.687 0.430
H 2.463 0.292 -1.909 0.446
H 3.041 4.740 -2.125 0.250
H 4.520 6.483 -1.136 0.228
H 6.464 5.808 0.220 0.222
H 6.959 3.426 0.598 0.224
H 5.458 1.692 -0.333 0.221
C -2.951 -4.662 0.014 -0.213
C -1.989 -4.093 -0.848 -0.209
C -1.409 -2.898 -0.534 -0.175
C -1.747 -2.197 0.650 -0.096
C -1.143 -0.943 0.961 -0.382
C -1.492 -0.351 2.146 -0.221
C -2.417 -0.934 3.042 -0.214
C -3.015 -2.121 2.730 -0.193
C -2.689 -2.782 1.516 0.019
C -3.288 -4.019 1.170 -0.203
H -3.415 -5.604 -0.245 0.213
H -1.710 -4.603 -1.760 0.214
H -0.666 -2.486 -1.213 0.192
H -1.079 0.616 2.426 0.198
H -2.658 -0.427 3.967 0.211
H -3.739 -2.571 3.396 0.207
H -4.019 -4.443 1.844 0.208

Record 2
66
Properties=species:S:1:pos:R:3:nbo_charge:R:1 method="wB97M-V/def2-TZVPD" e_lumo_ev=-4.90 charge=+1 e_homo_ev=-9.70 gap_ev=4.8 e_above_lowest_kcal_mol=20.8 fmax_ev_per_a=1.40
Ir -0.632 -2.021 -1.367 1.347
O -1.248 -5.334 -3.700 -0.608
C -0.913 -4.472 -2.782 0.812
O -1.552 -3.447 -2.564 -0.556
C 0.268 -4.810 -1.953 0.059
C 0.935 -6.012 -2.088 -0.157
C 1.968 -6.282 -1.206 -0.128
C 2.258 -5.355 -0.224 -0.187
C 1.535 -4.168 -0.148 0.113
N 0.563 -3.887 -1.022 -0.400
C 1.735 -3.155 0.970 0.753
O 2.884 -3.194 1.644 -0.629
O 0.855 -2.410 1.277 -0.510
H -2.038 -5.028 -4.180 0.534
H 0.644 -6.709 -2.860 0.265
H 2.520 -7.209 -1.270 0.255
H 3.027 -5.579 0.503 0.239
H 3.550 -3.763 1.240 0.493
O -2.603 2.774 0.638 -0.908
S -3.484 1.784 0.106 2.285
O -4.879 2.044 -0.034 -0.894
N -2.853 1.228 -1.341 -0.690
C -2.476 0.015 -1.209 0.581
O -1.880 -0.696 -2.139 -0.640
C -2.706 -0.640 0.105 -0.159
C -2.434 -1.941 0.484 -0.215
C -2.672 -2.321 1.799 -0.159
C -3.219 -1.406 2.693 -0.185
C -3.526 -0.104 2.304 -0.174
C -3.250 0.250 0.999 -0.214
H -2.137 -2.765 -0.212 0.189
H -2.465 -3.331 2.124 0.228
H -3.419 -1.720 3.709 0.236
H -3.961 0.600 3.001 0.248
C -0.711 4.097 4.088 -0.636
C -0.235 4.245 2.666 -0.004
C -0.259 5.503 2.071 -0.213
C 0.127 5.671 0.754 -0.184
C 0.556 4.587 0.009 -0.250
C 0.621 3.337 0.607 0.131
N 0.996 2.173 -0.114 -0.566
C 1.776 2.062 -1.214 0.279
C 2.695 3.070 -1.588 -0.274
C 3.459 2.951 -2.717 -0.119
C 3.372 1.828 -3.561 -0.272
C 2.529 0.817 -3.207 -0.117
C 1.739 0.900 -2.036 -0.249
C 0.931 -0.220 -1.720 0.763
O 0.805 -1.274 -2.497 -0.593
O 0.242 -0.375 -0.638 -0.626
C 0.222 3.147 1.934 0.049
C 0.268 1.765 2.531 -0.665
H -1.204 5.010 4.418 0.224
H 0.118 3.901 4.772 0.220
H -1.425 3.279 4.194 0.214
H -0.614 6.352 2.642 0.214
H 0.070 6.648 0.291 0.219
H 0.780 4.713 -1.040 0.221
H 0.523 1.334 0.180 0.429
H 2.812 3.933 -0.950 0.241
H 4.155 3.745 -2.956 0.226
H 3.972 1.761 -4.457 0.228
H 2.451 -0.074 -3.816 0.227
H 1.226 1.278 2.335 0.221
H -0.517 1.121 2.115 0.208
H 0.127 1.786 3.607 0.230

Record 3
14
Properties=species:S:1:pos:R:3:nbo_charge:R:1 method="wB97M-V/def2-TZVPD" e_lumo_ev="-4.84 / -6.62" charge=+1 e_homo_ev="-11.46 / -9.84" gap_ev="6.6 / 3.2" e_above_lowest_kcal_mol=189.0 fmax_ev_per_a=2.65
C 0.159 -2.160 0.605 -0.541
C -0.151 0.692 0.146 0.592
N 1.040 1.280 0.415 -0.842
N -0.404 0.395 -1.427 -0.754
O -1.220 0.815 0.918 -0.658
H 0.153 -1.881 1.688 0.197
H 1.034 -2.006 0.086 0.158
H -0.475 -2.922 0.244 0.186
H 1.116 1.125 1.391 0.416
H 1.386 2.182 0.061 0.411
H -1.297 0.088 -1.708 0.445
H -0.072 1.148 -2.061 0.435
H 0.109 -0.465 -1.734 0.444
H -1.379 1.709 1.375 0.511